{
  "formula": "C6H27O7",
  "method": "ωB97M-V/def2-TZVPD",
  "de_lowest_kj_mol": 882.8,
  "orbital_gap_ev": 10.4,
  "total_energy_ev": -20977.3448,
  "e_homo_ev": -12.82,
  "e_lumo_ev": -2.4,
  "total_charge": 1,
  "symbols": ["O", "H", "H", "H", "C", "O", "H", "H", "H", "H", "C", "O", "H", "H", "H", "H", "C", "O", "H", "H", "H", "H", "C", "O", "H", "H", "H", "H", "C", "O", "H", "H", "H", "H", "C", "O", "H", "H", "H", "H"],
  "xyz": [[-0.2996, 0.3940, 0.3097], [-0.8246, 0.9510, -0.2973], [-0.6676, -0.4860, 0.4767], [0.6014, 0.4610, -0.3113], [2.2224, -1.3930, 2.8887], [2.3744, -1.6030, 4.3127], [2.6904, -0.4060, 2.4967], [1.1314, -1.2870, 2.6597], [2.8304, -2.1560, 2.3007], [3.2224, -1.1850, 4.5437], [-0.1436, -3.0550, 0.7487], [-1.2156, -2.2320, 0.6917], [-0.4286, -4.0260, 0.8057], [0.4984, -2.9190, 1.6607], [0.1994, -3.1900, -0.3193], [-2.0406, -2.6590, 0.6437], [-0.5936, -1.2220, -2.6113], [-0.2726, 0.1330, -2.4513], [0.0994, -1.8630, -2.1983], [-0.3506, -1.4880, -3.6443], [-1.5046, -1.3600, -2.0933], [0.1034, 0.5270, -3.2743], [-1.3176, 3.6290, -1.3043], [-0.3636, 2.8560, -0.7873], [-1.1436, 4.5540, -1.3303], [-2.1856, 3.4780, -0.6133], [-1.7096, 3.4360, -2.3913], [0.3294, 3.4550, -0.5473], [3.1754, 0.9150, -0.6533], [2.2874, -0.1770, -0.9073], [3.1164, 1.4470, -1.2953], [4.2054, 0.4730, -0.8643], [3.0934, 1.4570, 0.3367], [2.6684, -0.5260, -1.5603], [-3.1106, 0.9280, 1.0517], [-2.9206, 0.5800, -0.2193], [-4.0376, 0.5550, 1.3417], [-3.3086, 1.9900, 1.1617], [-2.5896, 0.5170, 1.8437], [-3.8206, 0.4970, -0.5993]]
}

=====

{
  "formula": "C6H28N2O6",
  "method": "ωB97M-V/def2-TZVPD",
  "de_lowest_kj_mol": 390.4,
  "orbital_gap_ev": [10.5, 5.7],
  "total_energy_ev": -21928.9657,
  "spin_multiplicity": 2,
  "e_homo_ev": [-13.69, -13.69],
  "e_lumo_ev": [-3.2, -8.0],
  "total_charge": 1,
  "symbols": ["N", "C", "C", "C", "C", "C", "N", "C", "H", "H", "H", "H", "H", "H", "H", "H", "H", "H", "H", "H", "H", "H", "H", "H", "H", "H", "O", "H", "H", "O", "H", "H", "O", "H", "H", "O", "H", "H", "O", "H", "H", "O"],
  "xyz": [[-0.2024, -0.5679, 1.7847], [0.0718, -0.3443, 0.3689], [0.4814, 1.0325, -0.1839], [1.7969, 1.6251, 0.3606], [1.4786, 2.9786, 0.8351], [1.2638, -1.3586, -0.0451], [1.3196, -2.5506, 0.7456], [0.2719, -3.6320, 0.5310], [-0.5774, 0.2892, 2.3029], [-1.0883, -1.2009, 1.7023], [-0.7239, -0.7676, -0.4987], [0.6081, 0.8560, -1.3145], [-0.4549, 1.7714, -0.0919], [2.5903, 1.4785, -0.4700], [2.2383, 0.9454, 1.0765], [0.7987, 3.5778, 0.1790], [2.3712, 3.6053, 1.2000], [0.8103, 2.9915, 1.8048], [1.0009, -1.8168, -1.1659], [2.2626, -0.8018, 0.0084], [1.1358, -2.2862, 1.7741], [-0.4501, -3.5803, 1.2222], [-0.1708, -3.6310, -0.3993], [0.8936, -4.5228, 0.5532], [-2.4902, 1.3432, -0.1055], [-2.9173, 2.8238, -0.7103], [-2.5205, 1.9464, -0.8986], [-4.3373, -1.7276, -1.1295], [-2.9797, -1.2910, -1.0813], [-3.8062, -0.9623, -1.4248], [-1.2645, 1.7839, 4.4573], [-0.0236, 1.1151, 3.7926], [-0.8255, 1.6600, 3.5656], [-0.7898, 3.1175, -2.4117], [0.0944, 3.7028, -3.2682], [-0.0391, 3.9165, -2.3639], [-1.6238, -0.6116, -4.4506], [-2.9854, -1.1312, -3.7044], [-2.2397, -1.2776, -4.3049], [2.9577, -3.1285, 0.5380], [4.1736, -2.3515, 0.3039], [3.8907, -3.0183, 0.9163]]
}

=====

{
  "formula": "C6H28N2O7",
  "method": "ωB97M-V/def2-TZVPD",
  "de_lowest_kj_mol": 220.3,
  "orbital_gap_ev": 9.4,
  "total_energy_ev": -23986.9609,
  "e_homo_ev": -9.13,
  "e_lumo_ev": 0.2,
  "symbols": ["C", "C", "C", "C", "N", "C", "N", "C", "H", "H", "H", "H", "H", "H", "H", "H", "H", "H", "H", "H", "H", "H", "O", "H", "H", "O", "H", "H", "O", "H", "H", "O", "H", "H", "O", "H", "H", "O", "H", "H", "O", "H", "H"],
  "xyz": [[1.2587, -1.2698, -2.7389], [0.8145, -1.7227, -1.5475], [0.9815, -0.9295, -0.2671], [2.0193, 0.2861, -0.4132], [3.2725, -0.1799, 0.0575], [1.7165, 1.5377, 0.4924], [0.4379, 2.2177, 0.2153], [0.5711, 3.6653, 0.5197], [1.1509, -1.9117, -3.5878], [1.5816, -0.2694, -2.9733], [0.7418, -2.7792, -1.3826], [0.0962, -0.5756, 0.2586], [1.3997, -1.6662, 0.4146], [2.0114, 0.6722, -1.4115], [3.4450, -0.0947, 1.0396], [3.5240, -1.0392, -0.4073], [1.6669, 1.2477, 1.5884], [2.5611, 2.2197, 0.2917], [0.2042, 2.2189, -0.7971], [0.8598, 4.2232, -0.3670], [1.2846, 3.8226, 1.3539], [-0.3097, 4.0251, 1.0664], [-2.6285, 0.2169, -1.3964], [-2.0529, -0.1869, -0.7299], [-2.5221, 1.1398, -1.1188], [-2.5081, -1.1865, 2.5964], [-1.8819, -1.9300, 2.5840], [-1.8841, -0.4726, 2.7937], [0.4221, -0.3776, 2.7331], [-0.0185, -0.2099, 3.5796], [-0.0193, 0.3924, 2.2551], [-1.1052, 0.2739, -4.4651], [-1.4182, 1.0950, -4.0851], [-1.0878, -0.4751, -3.8653], [-0.5701, -2.9576, 1.5904], [-0.4535, -3.0102, 0.6390], [0.1599, -2.4215, 1.9302], [-2.9529, -2.4740, -0.4144], [-3.8787, -2.3071, -0.6376], [-3.0870, -2.5018, 0.5488], [-1.3700, 1.3325, 1.8190], [-0.6070, 1.5704, 1.0845], [-1.8255, 0.7916, 1.1538]]
}

=====

{
  "formula": "C6H28NO8",
  "method": "ωB97M-V/def2-TZVPD",
  "de_lowest_kj_mol": 276.4,
  "orbital_gap_ev": 9.7,
  "total_energy_ev": -24537.3190,
  "e_homo_ev": -12.12,
  "e_lumo_ev": -2.5,
  "total_charge": 1,
  "symbols": ["C", "O", "C", "C", "C", "C", "C", "N", "H", "H", "H", "H", "H", "H", "H", "H", "H", "H", "H", "H", "H", "H", "H", "H", "O", "H", "H", "O", "H", "H", "O", "H", "H", "O", "H", "H", "O", "H", "H", "O", "H", "H", "O"],
  "xyz": [[-1.5480, -0.2767, 1.2159], [-0.5557, -1.3331, 1.1279], [-0.7602, 1.1324, 1.2045], [-0.6672, 2.0507, -0.0148], [-0.3524, 3.3647, 0.5632], [0.8625, 3.9414, 0.8262], [-1.4312, 4.4273, 0.7199], [0.6761, 0.7891, 1.6934], [-2.3043, -0.2961, 0.3510], [-1.8443, -0.5517, 2.1821], [-0.6398, -1.7996, 0.2413], [-1.3274, 1.5587, 2.1177], [-1.5176, 2.0870, -0.7320], [0.0921, 1.6427, -0.7078], [1.8827, 3.4845, 0.7912], [0.9802, 4.9991, 1.2272], [-1.0763, 5.4965, 0.4611], [-1.8962, 4.3319, 1.7783], [-2.2203, 4.4359, 0.0358], [1.4908, 1.4654, 1.6514], [0.7856, 0.3516, 2.6778], [1.1360, 0.0397, 1.0565], [2.6817, -1.9895, -0.0967], [3.5747, -0.7246, -0.3419], [2.8635, -1.0111, 0.2409], [-3.8793, -2.6916, -1.1476], [-4.6871, -1.6503, -0.3759], [-3.8587, -1.8495, -0.7465], [0.1579, -1.8339, -1.7542], [-0.1824, -0.5695, -2.5530], [0.1041, -0.9626, -1.7148], [3.4738, -3.0465, -1.2171], [2.3248, -3.8117, -0.9505], [2.5342, -2.9928, -1.4197], [1.2613, -5.1639, -0.5535], [1.1212, -4.9933, -2.0834], [0.7590, -4.7449, -1.2579], [-1.9989, 3.2669, -3.3247], [-1.6511, 1.9093, -3.9490], [-1.7653, 2.3453, -3.0582], [2.5760, -4.0694, 2.5957], [2.3403, -2.9141, 1.5773], [2.4849, -3.8438, 1.6628]]
}

=====

{
  "formula": "C6H28O8",
  "method": "ωB97M-V/def2-TZVPD",
  "de_lowest_kj_mol": 419.7,
  "orbital_gap_ev": 10.3,
  "total_energy_ev": -23053.2180,
  "e_homo_ev": -10.27,
  "e_lumo_ev": 0.0,
  "symbols": ["C", "C", "O", "H", "H", "H", "H", "H", "H", "C", "C", "O", "H", "H", "H", "H", "H", "H", "C", "O", "H", "H", "H", "H", "C", "O", "H", "H", "H", "H", "O", "H", "H", "O", "H", "H", "O", "H", "H", "O", "H", "H"],
  "xyz": [[-24.5262, -17.7935, 24.2269], [-23.4745, -17.8179, 23.1643], [-22.2971, -18.6156, 23.4921], [-25.1164, -16.8790, 24.2863], [-24.1031, -17.9792, 25.2141], [-25.2329, -18.6168, 24.1228], [-23.1614, -16.8264, 22.8375], [-23.8221, -18.2481, 22.2251], [-22.3227, -19.5336, 23.2125], [-27.7371, -23.5690, 21.1599], [-28.4613, -24.4355, 22.2107], [-27.7049, -25.6184, 22.3161], [-27.5487, -24.1382, 20.2496], [-26.7477, -23.2191, 21.4544], [-28.3485, -22.7036, 20.9039], [-29.4930, -24.6240, 21.9138], [-28.4877, -24.1256, 23.2554], [-26.8789, -25.2830, 22.6724], [-26.1636, -16.2615, 30.8206], [-24.9015, -15.5642, 30.9597], [-26.9051, -16.1069, 31.6044], [-26.6866, -16.1668, 29.8690], [-25.8661, -17.3086, 30.7634], [-24.2722, -15.7526, 30.2597], [-24.5570, -24.2656, 27.2516], [-24.0774, -24.7950, 26.0263], [-25.1338, -25.0399, 27.7573], [-23.7502, -23.9024, 27.8883], [-25.3201, -23.5331, 26.9885], [-23.5749, -25.6045, 26.1437], [-21.2414, -23.6224, 21.9108], [-21.7480, -23.8618, 22.6869], [-21.4677, -24.2885, 21.2617], [-16.6232, -24.0747, 23.7161], [-16.3820, -24.9982, 23.6435], [-17.5654, -24.0589, 23.5478], [-31.5637, -20.2085, 26.3032], [-30.9780, -19.6907, 25.7509], [-32.2472, -20.5149, 25.7072], [-18.3561, -16.5911, 24.9087], [-19.1103, -17.1313, 24.6729], [-17.6128, -17.1938, 24.8867]]
}

=====

{
  "formula": "C6H29BF4NO8",
  "method": "ωB97M-V/def2-TZVPD",
  "orbital_gap_ev": 9.4,
  "total_energy_ev": -36118.4288,
  "e_homo_ev": -6.86,
  "e_lumo_ev": 2.6,
  "total_charge": -1,
  "symbols": ["B", "F", "F", "F", "F", "C", "C", "O", "H", "H", "H", "H", "H", "H", "O", "H", "H", "O", "H", "H", "O", "H", "H", "O", "H", "H", "O", "H", "H", "O", "H", "H", "C", "C", "C", "O", "C", "N", "H", "H", "H", "H", "H", "H", "H", "H", "H", "H", "H"],
  "xyz": [[-0.1436, -1.3444, 1.6972], [-1.3767, -1.4142, 0.9977], [-0.3788, -1.3793, 3.0737], [0.7240, -2.4254, 1.4179], [0.5205, -0.2017, 1.2232], [0.8181, 3.3991, 1.8150], [0.5376, 4.3590, 0.6795], [1.2920, 5.5634, 0.9471], [0.2311, 3.7339, 2.6734], [1.8361, 3.2104, 2.1430], [0.3856, 2.4282, 1.5531], [-0.5281, 4.5972, 0.6730], [0.8311, 3.9572, -0.2934], [1.2703, 6.0975, 0.1475], [-2.7760, 0.8200, 0.4140], [-2.1956, 0.0783, 0.6790], [-3.5431, 0.3949, 0.0218], [2.8565, 0.0149, 2.5550], [3.3508, -0.1629, 1.7499], [1.9300, -0.1498, 2.3059], [1.6201, -0.2341, 5.1289], [0.8863, -0.6908, 4.7025], [2.2236, -0.0274, 4.3988], [-3.0072, -3.9131, 0.8665], [-2.6804, -3.0091, 0.8047], [-2.3761, -4.3374, 1.4659], [3.4073, -2.6501, 0.4183], [2.4739, -2.5315, 0.6469], [3.4898, -2.2488, -0.4527], [-0.9547, -4.3404, 2.9611], [-1.2554, -4.0067, 3.8113], [-0.3613, -3.6502, 2.6329], [-0.5395, -2.0976, -2.5300], [0.1121, -0.8296, -3.0759], [-0.9538, 0.2314, -3.3352], [-0.3469, 1.2767, -4.0830], [-1.2565, 2.2991, -4.4202], [1.0840, -0.3831, -2.0595], [-1.2722, -2.5400, -3.2106], [-1.0802, -2.0047, -1.5849], [0.2220, -2.8606, -2.3539], [0.6828, -1.0163, -3.9876], [-1.4563, 0.6656, -2.4605], [-1.7744, -0.2225, -3.9195], [-1.5983, 2.8400, -3.5292], [-2.1535, 1.8976, -4.9086], [-0.7086, 2.9479, -5.1010], [0.7228, -0.7574, -1.1949], [1.2087, 0.6168, -2.1043]]
}

=====

Repeat the sixth record exactly.
{
  "formula": "C6H29BF4NO8",
  "method": "ωB97M-V/def2-TZVPD",
  "orbital_gap_ev": 9.4,
  "total_energy_ev": -36118.4288,
  "e_homo_ev": -6.86,
  "e_lumo_ev": 2.6,
  "total_charge": -1,
  "symbols": ["B", "F", "F", "F", "F", "C", "C", "O", "H", "H", "H", "H", "H", "H", "O", "H", "H", "O", "H", "H", "O", "H", "H", "O", "H", "H", "O", "H", "H", "O", "H", "H", "C", "C", "C", "O", "C", "N", "H", "H", "H", "H", "H", "H", "H", "H", "H", "H", "H"],
  "xyz": [[-0.1436, -1.3444, 1.6972], [-1.3767, -1.4142, 0.9977], [-0.3788, -1.3793, 3.0737], [0.7240, -2.4254, 1.4179], [0.5205, -0.2017, 1.2232], [0.8181, 3.3991, 1.8150], [0.5376, 4.3590, 0.6795], [1.2920, 5.5634, 0.9471], [0.2311, 3.7339, 2.6734], [1.8361, 3.2104, 2.1430], [0.3856, 2.4282, 1.5531], [-0.5281, 4.5972, 0.6730], [0.8311, 3.9572, -0.2934], [1.2703, 6.0975, 0.1475], [-2.7760, 0.8200, 0.4140], [-2.1956, 0.0783, 0.6790], [-3.5431, 0.3949, 0.0218], [2.8565, 0.0149, 2.5550], [3.3508, -0.1629, 1.7499], [1.9300, -0.1498, 2.3059], [1.6201, -0.2341, 5.1289], [0.8863, -0.6908, 4.7025], [2.2236, -0.0274, 4.3988], [-3.0072, -3.9131, 0.8665], [-2.6804, -3.0091, 0.8047], [-2.3761, -4.3374, 1.4659], [3.4073, -2.6501, 0.4183], [2.4739, -2.5315, 0.6469], [3.4898, -2.2488, -0.4527], [-0.9547, -4.3404, 2.9611], [-1.2554, -4.0067, 3.8113], [-0.3613, -3.6502, 2.6329], [-0.5395, -2.0976, -2.5300], [0.1121, -0.8296, -3.0759], [-0.9538, 0.2314, -3.3352], [-0.3469, 1.2767, -4.0830], [-1.2565, 2.2991, -4.4202], [1.0840, -0.3831, -2.0595], [-1.2722, -2.5400, -3.2106], [-1.0802, -2.0047, -1.5849], [0.2220, -2.8606, -2.3539], [0.6828, -1.0163, -3.9876], [-1.4563, 0.6656, -2.4605], [-1.7744, -0.2225, -3.9195], [-1.5983, 2.8400, -3.5292], [-2.1535, 1.8976, -4.9086], [-0.7086, 2.9479, -5.1010], [0.7228, -0.7574, -1.1949], [1.2087, 0.6168, -2.1043]]
}

=====

Please write out number 5 again, unchanged.
{
  "formula": "C6H28O8",
  "method": "ωB97M-V/def2-TZVPD",
  "de_lowest_kj_mol": 419.7,
  "orbital_gap_ev": 10.3,
  "total_energy_ev": -23053.2180,
  "e_homo_ev": -10.27,
  "e_lumo_ev": 0.0,
  "symbols": ["C", "C", "O", "H", "H", "H", "H", "H", "H", "C", "C", "O", "H", "H", "H", "H", "H", "H", "C", "O", "H", "H", "H", "H", "C", "O", "H", "H", "H", "H", "O", "H", "H", "O", "H", "H", "O", "H", "H", "O", "H", "H"],
  "xyz": [[-24.5262, -17.7935, 24.2269], [-23.4745, -17.8179, 23.1643], [-22.2971, -18.6156, 23.4921], [-25.1164, -16.8790, 24.2863], [-24.1031, -17.9792, 25.2141], [-25.2329, -18.6168, 24.1228], [-23.1614, -16.8264, 22.8375], [-23.8221, -18.2481, 22.2251], [-22.3227, -19.5336, 23.2125], [-27.7371, -23.5690, 21.1599], [-28.4613, -24.4355, 22.2107], [-27.7049, -25.6184, 22.3161], [-27.5487, -24.1382, 20.2496], [-26.7477, -23.2191, 21.4544], [-28.3485, -22.7036, 20.9039], [-29.4930, -24.6240, 21.9138], [-28.4877, -24.1256, 23.2554], [-26.8789, -25.2830, 22.6724], [-26.1636, -16.2615, 30.8206], [-24.9015, -15.5642, 30.9597], [-26.9051, -16.1069, 31.6044], [-26.6866, -16.1668, 29.8690], [-25.8661, -17.3086, 30.7634], [-24.2722, -15.7526, 30.2597], [-24.5570, -24.2656, 27.2516], [-24.0774, -24.7950, 26.0263], [-25.1338, -25.0399, 27.7573], [-23.7502, -23.9024, 27.8883], [-25.3201, -23.5331, 26.9885], [-23.5749, -25.6045, 26.1437], [-21.2414, -23.6224, 21.9108], [-21.7480, -23.8618, 22.6869], [-21.4677, -24.2885, 21.2617], [-16.6232, -24.0747, 23.7161], [-16.3820, -24.9982, 23.6435], [-17.5654, -24.0589, 23.5478], [-31.5637, -20.2085, 26.3032], [-30.9780, -19.6907, 25.7509], [-32.2472, -20.5149, 25.7072], [-18.3561, -16.5911, 24.9087], [-19.1103, -17.1313, 24.6729], [-17.6128, -17.1938, 24.8867]]
}